1:
The following is a quantum chemistry calculation of C3H9N3O in the gas phase, from the OMol25 dataset.

Structure (XYZ):
```
16
Properties=species:S:1:pos:R:3:lowdin_charge:R:1
C -1.702 -0.146 -0.286 -0.2099
C 0.581 -0.639 1.062 -0.1822
C 1.678 -0.925 -0.173 -0.2480
H -0.782 2.347 -1.626 0.1199
H 0.061 1.846 -0.072 0.1380
H -2.907 -0.251 -0.458 0.1479
H -1.637 -1.112 1.562 0.1923
H 0.824 -1.116 2.064 0.1189
H 0.605 0.469 1.278 0.0876
H 2.687 -1.236 0.385 0.1433
H 1.280 -1.901 -0.483 0.0886
H 0.705 0.601 -1.030 -0.0783
N -0.375 1.597 -1.034 -0.0483
N -1.643 1.026 -0.909 -0.1053
N -0.881 -0.651 0.801 -0.0807
O 1.504 0.091 -1.081 -0.0840
```

As for the SMILES: N/N=C\NCCO. As for the orbital gap: 9.13 eV.


2:
The following is a quantum chemistry calculation of a molecular structure, C3H9N3O, from the OMol25 dataset.

Structure (XYZ):
```
16
Properties=species:S:1:pos:R:3:lowdin_charge:R:1
C -0.710 0.572 0.538 -0.2013
C -1.592 -0.301 -0.304 -0.0873
N -0.179 0.091 1.698 -0.1481
C 1.225 0.507 -0.422 -0.5133
N 0.614 -1.022 1.627 -0.0035
N 1.175 0.220 -1.758 0.1187
O 1.910 1.411 0.023 -0.0029
H 0.280 0.806 2.253 0.1350
H -0.993 1.620 0.596 0.1281
H 0.039 -1.786 1.273 0.0531
H 1.151 -0.613 0.507 0.1133
H 0.724 -0.618 -2.083 0.0817
H 1.839 0.671 -2.374 0.0993
H -2.566 -0.441 0.176 0.0831
H -1.161 -1.287 -0.478 0.0663
H -1.756 0.172 -1.272 0.0777
```

As for the orbital gap (alpha / beta): 8.84 / 8.84 eV.


Stability ranking, top and bottom: 2 is the most stable and 1 is the least stable.


1:
The following is a quantum chemistry calculation of C3H9N3O in the gas phase, from the OMol25 dataset.

Structure (XYZ):
```
16
Properties=species:S:1:pos:R:3:lowdin_charge:R:1
C -1.877 0.793 0.413 -0.1013
C -0.283 -0.453 -0.417 -0.4129
C 0.968 0.085 -0.259 -0.4329
N -0.599 -1.804 -0.216 0.1117
N 1.162 1.437 -0.171 0.0547
N 2.072 -0.771 -0.034 0.0782
O -1.369 0.315 -0.811 -0.1016
H 0.168 -2.418 0.024 0.0749
H -1.483 -2.077 -0.615 0.0904
H 2.037 -1.631 -0.571 0.0750
H 0.185 1.929 0.336 0.1238
H 1.954 1.695 0.408 0.0708
H 2.952 -0.290 -0.180 0.0773
H -2.268 -0.012 1.039 0.0927
H -2.637 1.541 0.207 0.0741
H -0.981 1.661 0.848 0.1252
```

As for the SMILES: COC(N)=C(N)N. As for the orbital gap: 7.24 eV.


2:
The following is a quantum chemistry calculation of C3H9N3O in the gas phase, from the OMol25 dataset.

Structure (XYZ):
```
16
Properties=species:S:1:pos:R:3:lowdin_charge:R:1
C 0.649 -0.076 -1.849 -0.1028
N -0.237 0.068 -0.698 -0.2287
C -0.262 -0.521 0.778 -0.3254
N -1.085 1.229 -0.698 -0.0222
N -1.044 0.176 1.656 0.0396
C 0.902 -1.090 1.081 -0.1891
O 1.389 -1.222 2.357 -0.0104
H 0.741 -0.753 2.921 0.0924
H -1.536 1.352 -1.607 0.0957
H -0.509 2.069 -0.577 0.0977
H -1.705 -0.496 2.047 0.0866
H -1.473 0.928 0.890 0.1193
H 1.508 -1.283 0.138 0.1159
H 0.214 0.324 -2.773 0.0765
H 0.846 -1.139 -2.014 0.0778
H 1.602 0.433 -1.652 0.0770
```

As for the SMILES: CN(N)/C(N)=C/O. As for the orbital gap: 7.80 eV.


Stability ranking, top and bottom: 1 is the most stable and 2 is the least stable.


1:
The following is a quantum chemistry calculation of C4H5N3O in the gas phase, from the OMol25 dataset.

Structure (XYZ):
```
13
Properties=species:S:1:pos:R:3:lowdin_charge:R:1
C 0.453 0.329 0.048 -0.3990
C -0.877 0.148 -0.591 -0.2462
N 0.724 1.374 1.005 0.0995
C -0.504 -0.824 0.460 -0.2240
O -0.235 -2.135 0.114 0.0234
N -1.664 0.642 -1.408 0.1964
C 1.578 -0.045 -0.746 -0.1535
N 2.479 -0.357 -1.379 0.1834
H 0.523 -2.467 0.610 0.1138
H 1.187 2.157 0.555 0.0899
H -0.138 1.709 1.421 0.0865
H -2.554 0.158 -1.525 0.0748
H -0.973 -0.689 1.437 0.1552
```

As for the SMILES: [H]/N=C1\[C@@H](O)[C@@]1(N)C#N. As for the orbital gap: 9.81 eV.


2:
The following is a quantum chemistry calculation of 2 unconnected molecules or ions with the total composition C4H5N3O, from the OMol25 dataset.

Structure (XYZ):
```
13
Properties=species:S:1:pos:R:3:lowdin_charge:R:1
C -0.056 1.225 0.238 -0.4822
C -1.111 -0.815 -0.371 -0.1264
C -0.027 -1.610 -0.494 -0.2276
C 1.562 -0.484 0.356 -0.0948
H 0.634 3.010 0.428 0.0481
H -2.021 1.241 -0.463 0.1840
H -2.419 -1.309 0.008 0.2206
H -0.338 -2.666 -0.209 0.1203
H 2.635 -0.731 0.745 0.1551
N -0.250 2.542 0.116 0.0818
N -1.067 0.666 -0.572 -0.0050
N 1.067 0.616 0.805 0.1503
O 1.392 -1.684 -0.587 -0.0241
```

As for the orbital gap: 8.86 eV.


Stability ranking, top and bottom: 1 is the most stable and 2 is the least stable.


1:
The following is a quantum chemistry calculation of 3 unconnected molecules or ions with the total composition C6H12N3S, from the OMol25 dataset.

Structure (XYZ):
```
22
Properties=species:S:1:pos:R:3:lowdin_charge:R:1
C 2.668 -0.447 -2.388 -0.0999
C 3.424 0.132 -1.409 -0.2988
C 1.311 -0.573 -1.981 -0.3858
C 1.198 -0.171 -0.727 -0.3874
C 0.040 -1.071 -2.663 -0.0360
C -0.992 0.060 0.300 0.1465
N -3.206 1.104 2.737 0.0489
N -0.962 0.387 1.550 -0.0777
N 0.110 -0.119 2.285 0.0856
S 2.489 0.480 0.085 1.0054
H 3.019 -1.019 -3.260 0.1376
H 4.413 0.462 -1.303 0.0522
H -0.325 -1.878 -1.938 0.1057
H -0.643 -0.255 -2.579 0.0478
H 0.200 -1.437 -3.733 0.1129
H -1.679 0.440 -0.461 0.0831
H -3.398 1.012 3.752 0.0893
H -3.414 2.094 2.533 0.0890
H -1.845 0.731 2.140 0.0728
H 0.318 0.220 3.134 0.0563
H -3.650 0.360 2.194 0.0775
H 0.925 -0.512 1.732 0.0749
```

Its charge is +1. As for the orbital gap: 7.64 eV.


2:
The following is a quantum chemistry calculation of a gas-phase ion, C6H12N3S (charge +1), from the OMol25 dataset.

Structure (XYZ):
```
22
Properties=species:S:1:pos:R:3:lowdin_charge:R:1
C 0.346 0.243 0.446 -0.2270
C -1.360 -1.304 0.279 -0.7616
C 1.206 1.438 0.347 0.0526
C -0.982 0.768 -2.466 -0.0473
C 1.847 -1.152 1.914 0.0312
C -1.557 0.904 -1.060 -0.2052
N -0.345 -1.755 1.055 0.1109
N 0.675 -0.834 1.152 -0.0703
N -0.838 0.082 -0.119 0.0239
S -2.761 -1.947 -0.148 0.7895
H 0.752 2.182 -0.300 0.0937
H 2.179 1.166 -0.059 0.1107
H 1.361 1.879 1.333 0.1152
H 0.044 1.122 -2.509 0.0737
H -1.015 -0.269 -2.790 0.0846
H -1.579 1.357 -3.156 0.0897
H 2.242 -2.117 1.585 0.1144
H 2.608 -0.391 1.769 0.1028
H 1.611 -1.216 2.979 0.1143
H -2.589 0.545 -1.044 0.0912
H -1.539 1.946 -0.730 0.1321
H -0.306 -2.648 1.522 0.1811
```

Its charge is +1. As for the SMILES: CC[n+]1c(C)n(C)[nH]c1=S. As for the orbital gap: 9.42 eV.


Stability ranking, top and bottom: 2 is the most stable and 1 is the least stable.